# 1
35
Properties=species:S:1:pos:R:3 method="wB97M-V/def2-TZVPD" de_lowest_ev=2.0639 multiplicity=1 homo_energy_ev=-4.574 charge=-1 smiles="CNC(=O)[C@@H](CC(=O)[O-])NC(=O)[C@H](CS)NC(C)=O" homo_lumo_gap_ev=7.07
O 2.33 -1.63 -1.53
O -2.38 -2.11 2.68
O 1.64 0.77 1.72
O -1.99 1.15 -0.13
O -2.56 -3.91 1.52
S 3.90 2.80 0.75
C 1.87 -0.78 -2.28
C -2.11 -2.77 1.69
C 1.38 0.55 0.53
C -1.90 0.45 0.86
N -2.75 0.51 1.91
N 1.96 0.53 -1.94
N 0.38 -0.26 0.19
C 1.09 -1.19 -3.56
C -3.90 1.40 2.14
C 2.77 2.36 -0.54
C -1.24 -2.07 0.58
C 2.39 0.91 -0.57
C -0.80 -0.59 0.94
H 5.02 1.99 0.80
H -2.69 -0.28 2.60
H 1.55 1.23 -2.52
H 0.41 -0.67 -0.72
H 1.47 -2.16 -3.93
H 0.09 -1.33 -3.23
H 1.18 -0.50 -4.41
H -4.32 1.60 1.14
H -3.58 2.36 2.59
H -4.76 0.98 2.66
H 1.81 2.91 -0.24
H 3.00 2.82 -1.49
H -0.33 -2.62 0.54
H -1.78 -2.28 -0.41
H 3.24 0.35 -0.26
H -0.41 -0.54 1.94

---

# 2
29
Properties=species:S:1:pos:R:3 method="wB97M-V/def2-TZVPD" de_lowest_ev=0.5605 multiplicity=1 homo_energy_ev=-13.106 charge=+1 homo_lumo_gap_ev=8.32
C -4.55 0.09 -0.21
C -3.92 -0.71 0.73
C -3.82 1.06 -0.87
C -2.57 -0.51 0.96
C -2.47 1.19 -0.57
C 3.83 -0.42 -0.35
C 3.29 0.86 0.28
C 1.92 0.70 0.95
C 0.87 0.23 -0.05
C 0.87 -1.16 -0.43
N -1.87 0.41 0.32
S 1.20 -2.49 0.60
S 0.23 -1.67 -1.95
H -5.60 -0.04 -0.42
H -4.46 -1.47 1.27
H -4.27 1.71 -1.60
H -2.02 -1.11 1.68
H -1.85 1.93 -1.06
H 3.17 -0.79 -1.13
H 3.97 -1.20 0.39
H 4.79 -0.21 -0.81
H 4.00 1.21 1.03
H 3.22 1.63 -0.49
H 2.00 0.02 1.81
H 1.61 1.67 1.35
H 0.92 0.87 -0.94
H -0.21 0.40 0.34
H 1.63 -1.76 1.64
H 0.07 -0.44 -2.47

---

# 3
27
Properties=species:S:1:pos:R:3 method="wB97M-V/def2-TZVPD" de_lowest_ev=0.4182 multiplicity=2 homo_energy_ev="0.701 / -3.387" charge=-1 homo_lumo_gap_ev="2.92 / 6.96"
C -1.00 0.03 -2.30
C -2.54 -0.03 -2.25
C -0.41 0.99 -3.34
H -0.54 0.25 -1.33
H -0.69 -0.99 -2.52
H -2.83 -1.07 -2.40
H -2.99 0.48 -3.11
H -0.13 0.46 -4.25
H -1.12 1.77 -3.61
H -2.91 0.22 -1.25
H 0.50 1.45 -2.94
C -2.00 0.77 1.98
C 1.87 -0.58 0.72
C 1.74 0.73 1.12
C 0.89 -1.56 0.96
C 0.47 1.17 1.58
C -0.39 -1.09 1.43
C -0.62 0.24 1.66
O 3.10 -0.99 0.12
H 2.66 1.28 1.06
H 2.95 -0.85 -0.83
H 1.09 -2.61 0.74
H 0.28 2.17 1.96
H -1.13 -1.89 1.55
H -2.71 -0.02 2.25
H -2.34 1.38 1.14
H -1.95 1.47 2.81

---

# 4
27
Properties=species:S:1:pos:R:3 method="wB97M-V/def2-TZVPD" de_lowest_ev=2.8545 multiplicity=2 homo_energy_ev="0.816 / -3.348" charge=-1 homo_lumo_gap_ev="2.65 / 6.72"
C 2.39 0.32 -3.91
C 1.03 1.09 -4.17
H 3.12 0.93 -4.45
H 2.67 0.17 -2.81
H 2.29 -0.76 -4.13
H 0.35 1.09 -3.25
H 0.53 0.88 -4.99
H 1.44 2.05 -4.47
C 1.88 0.24 0.57
C 2.79 0.63 1.75
C 0.42 0.05 1.07
C -0.58 1.03 1.06
C -0.02 -1.39 1.28
C -2.00 0.70 1.13
C -1.39 -1.71 1.12
C -2.28 -0.58 1.13
O -3.61 -0.93 0.83
H 2.05 1.05 -0.21
H 2.20 -0.81 0.21
H 2.35 1.12 2.57
H -0.31 2.05 0.99
H 0.68 -2.16 1.61
H -2.72 1.43 0.89
H -1.77 -2.71 1.21
H -4.16 -0.39 0.25
H 3.40 1.49 1.70
H 3.31 -0.24 2.11

---

# 5
27
Properties=species:S:1:pos:R:3 method="wB97M-V/def2-TZVPD" de_lowest_ev=1.3419 multiplicity=1 homo_energy_ev=-9.151 charge=0 smiles=Cc1ccccc1.CC(C)O homo_lumo_gap_ev=10.00
C -1.99 2.86 -0.28
C 0.05 1.66 0.89
C -0.63 2.18 -0.20
C 1.26 0.99 0.77
C 1.91 0.90 -0.45
C 0.05 2.04 -1.43
C 1.31 1.45 -1.57
H -0.44 1.66 1.86
H 1.81 0.67 1.64
H -2.78 2.12 -0.40
H -1.94 3.54 -1.12
H 2.84 0.34 -0.47
H -0.34 2.50 -2.33
H 1.81 1.52 -2.52
H -2.20 3.31 0.69
C -0.22 -2.81 0.44
C -0.65 -2.00 -0.79
C 1.06 -2.30 1.05
O -1.26 -2.73 1.43
H -0.17 -3.88 0.21
H -1.62 -1.54 -0.59
H 0.88 -1.30 1.45
H 1.21 -2.84 1.99
H 1.92 -2.35 0.38
H -1.16 -2.01 2.06
H -0.84 -2.66 -1.64
H 0.13 -1.31 -1.10

---

# 6
27
Properties=species:S:1:pos:R:3 method="wB97M-V/def2-TZVPD" de_lowest_ev=3.8843 multiplicity=1 homo_energy_ev=-7.892 charge=0 smiles=CCc1ccc(O)cc1.CC homo_lumo_gap_ev=8.76
C -2.24 1.49 -0.20
C -2.05 2.55 0.87
C -0.85 1.05 -0.36
C -0.04 1.61 -1.35
C -0.21 0.20 0.70
C 1.32 1.37 -1.40
C 1.04 -0.20 0.51
C 1.81 0.47 -0.47
O 3.13 0.14 -0.58
H -2.74 0.58 0.28
H -2.80 1.54 -1.23
H -1.97 3.46 0.41
H -0.45 2.39 -1.90
H -0.94 0.08 1.56
H 2.04 1.58 -2.22
H 1.54 -1.02 1.19
H 3.74 0.84 -0.94
H -1.23 2.45 1.51
H -2.80 2.40 1.70
C -0.42 -3.75 0.12
C -0.95 -3.64 1.53
H -0.75 -4.77 -0.21
H -0.67 -3.03 -0.69
H 0.71 -3.77 0.00
H -0.35 -4.08 2.11
H -0.96 -2.54 1.78
H -1.89 -4.21 1.57

---

# 7
27
Properties=species:S:1:pos:R:3 method="wB97M-V/def2-TZVPD" de_lowest_ev=3.3331 multiplicity=1 homo_energy_ev=-8.619 charge=0 smiles=Cc1ccc(O)cc1.CCC homo_lumo_gap_ev=9.34
C -0.91 2.09 1.34
C -1.29 0.55 -0.64
C -0.51 1.48 0.02
C -0.81 -0.03 -1.94
C 0.54 0.09 -2.19
C 0.84 1.63 -0.32
C 1.40 0.91 -1.37
O 1.29 -0.57 -3.21
H -2.27 0.16 -0.33
H -1.46 -0.35 -2.74
H -0.39 1.54 2.14
H -2.06 1.94 1.43
H 1.54 2.17 0.28
H 0.81 -1.50 -3.43
H 2.49 0.96 -1.41
H -1.09 3.15 1.49
C -0.32 -1.13 2.36
C 1.08 -1.54 1.76
C -1.20 -2.30 2.71
H -0.12 -0.34 3.09
H -0.97 -0.58 1.54
H 1.09 -2.40 0.95
H 1.67 -1.75 2.74
H -1.00 -3.04 1.86
H -0.94 -2.84 3.71
H 1.71 -0.69 1.22
H -2.30 -2.30 2.70

---

# 8
27
Properties=species:S:1:pos:R:3 method="wB97M-V/def2-TZVPD" de_lowest_ev=3.1422 multiplicity=1 homo_energy_ev=-8.210 charge=0 smiles=Cc1ccc(O)cc1.CCC homo_lumo_gap_ev=8.96
C 0.55 3.58 -0.22
C 0.12 1.16 -0.74
C -0.40 2.50 -0.40
C -0.81 0.23 -1.12
C -1.74 2.67 -0.03
C -2.18 0.44 -0.90
C -2.61 1.66 -0.31
O -3.20 -0.41 -1.30
H 1.07 1.09 -1.16
H -0.59 -0.59 -1.75
H 0.97 3.64 0.81
H 0.18 4.64 -0.36
H -2.09 3.51 0.61
H -3.65 1.76 -0.09
H -3.89 -0.54 -0.59
H 1.42 3.31 -0.85
C 1.76 -3.16 0.86
C 2.01 -1.94 1.71
C 0.80 -2.81 -0.40
H 2.86 -3.54 0.38
H 1.36 -4.06 1.50
H 2.34 -1.13 1.13
H -0.25 -3.20 -0.06
H 0.86 -1.69 -0.48
H 1.13 -3.50 -1.20
H 1.21 -1.55 2.29
H 2.78 -2.08 2.64